Formula: C12H16BrF3N4O3
Source: OMol25
Level of theory: ωB97M-V with the def2-TZVPD basis set

The geometry in XYZ format:
```
39
Properties=species:S:1:pos:R:3
Br 1.77788 -0.42502 -3.52416
H 1.02242 -0.79577 -1.20465
N -2.78827 -0.69834 4.49946
H -4.39404 0.49051 2.05971
O -0.72200 -0.94570 -2.30159
H -2.89186 -0.18015 1.39619
H -0.89898 4.99022 -5.60859
O -1.99667 -0.43657 -0.55854
C -3.19609 -0.54447 3.43640
C 1.95740 -0.94050 2.22878
H -4.24903 -1.25332 1.76927
H -1.57505 1.88895 -2.08268
N -0.78477 2.15848 -4.24105
N 2.80527 -0.18775 -0.11882
H 0.13483 1.38618 -2.15998
F 0.62212 3.61925 -1.31812
H 1.41482 -6.05843 4.76380
H 2.50146 -0.41705 3.01353
H 0.83016 -2.28535 -2.19559
H 2.08641 -2.01356 2.35332
C 0.64976 -1.21571 -2.13334
H 0.89801 -0.69772 2.31118
C 1.79520 -4.56447 3.34593
C -0.77138 1.37209 -1.55828
C -1.22295 -0.06360 -1.37753
C -0.45286 3.14104 -4.73333
H 1.82422 -4.47005 5.43869
C -0.02778 4.38678 -5.36130
C -3.71423 -0.35931 2.08420
C 1.28386 -4.98453 4.64649
F 0.47095 3.57428 0.83326
N 2.19209 -4.23287 2.32019
H 0.61109 4.94339 -4.67805
F 1.64804 2.08047 -0.17735
C 0.52719 2.80462 -0.24790
O -0.57352 2.03076 -0.29188
H 0.22538 -4.74232 4.72129
C 2.45436 -0.52307 0.92301
H 0.52658 4.16863 -6.27199
```

Molecular weight   401.18 g mol⁻¹
SMILES   O=C(COC(F)(F)F)OCBr.CC#N.CC#N.CC#N.CC#N
Total energy   -102999.9019 eV